A.
The following is a quantum chemistry calculation of a 2-piece molecular cluster, C10H17N overall, from the Open Molecules 2025 dataset.

Geometry (Å):
C 0.11088 -0.81656 -2.87221
C 0.95620 -0.76881 1.77810
C 0.93762 -1.06196 -1.85201
C 0.44284 -0.07178 0.85400
C 1.56467 -0.04830 -1.09298
C 1.05664 -2.37932 -1.23581
C -1.12325 1.23688 2.30685
C -2.07578 0.10894 0.26918
C -0.38737 2.06647 -0.01570
C -0.83354 0.83579 0.85097
N 2.70686 0.40068 -1.23246
H -0.50145 -1.51898 -3.34615
H -0.27729 0.24676 -3.10993
H 0.60655 -0.76976 2.83152
H 1.72004 -1.41606 1.48845
H 0.19445 -2.63090 -0.60802
H 1.86432 -2.31611 -0.41908
H 1.44374 -3.17218 -1.89773
H -1.78704 2.04974 2.33889
H -1.67621 0.32249 2.63843
H -0.31692 1.64894 2.98554
H -2.10311 -0.91012 0.71665
H -3.00532 0.65598 0.43851
H -1.99469 0.16244 -0.88327
H -0.10049 1.90302 -1.02856
H 0.55995 2.33718 0.63336
H -0.95273 2.91939 -0.02016
H 2.97043 0.98616 -0.51636

**HOMO energy**: -8.08 eV
**Molar mass**: 151.25 u
**E_LUMO**: 0.59 eV
**Charge**: 0

=====

B.
The following is a quantum chemistry calculation of C10H17N as an isolated structure, from the Open Molecules 2025 dataset.

Geometry (Å):
C 2.01905 0.08039 0.51003
C 1.45614 0.42452 -0.85402
C 0.47991 1.67879 -0.91176
C -0.67761 1.41886 0.13262
C -0.20132 0.90956 1.55921
C 0.80717 -0.48762 1.31956
C 0.14203 -1.64243 0.73543
C -0.43444 -1.37406 -0.53389
C 0.53528 -0.84375 -1.50138
C -2.08312 0.64234 -0.06620
H 2.46333 0.86479 1.16619
H 2.49611 -0.80126 0.14767
H 2.49761 0.53147 -1.42714
H 1.24422 2.54637 -0.76732
H 0.48566 1.89781 -2.28231
H -1.24472 2.33173 0.43904
H 0.27821 1.61124 2.26714
H -1.20767 0.15332 1.82856
H 1.21776 -0.76121 2.40783
H -0.52901 -2.19878 1.47908
H 0.84892 -2.37461 0.59506
H -0.61548 -2.34664 -1.32404
H 1.10600 -1.56859 -1.84841
H 0.00492 -0.34962 -2.29547
H -2.23898 -1.21511 0.29822
H -2.65304 1.53014 -0.75183
H -2.66844 0.62256 1.09399
N -1.96344 -0.75903 -0.48055

**HOMO energy**: -8.80 eV
**Molar mass**: 151.25 u
**E_LUMO**: 0.70 eV
**Charge**: 0

=====

Most stable pick: A. Distance to second place: 1.996 eV.

=====

A.
The following is a quantum chemistry calculation of a 2-piece molecular cluster, C7H13N4 overall, from the Open Molecules 2025 dataset.

Geometry (Å):
C -3.96049 2.18664 -0.02311
C -2.50627 -2.81621 -0.13332
C -3.52126 0.90330 0.35990
C 0.11788 -0.17140 0.07973
C 1.40727 -0.55343 0.15867
C -1.68484 -1.86415 0.04396
C 3.72273 -0.17450 0.30794
N -0.91001 -0.96310 -0.02527
N 2.41940 0.22012 0.11527
N -3.13460 0.07299 -0.48912
N 4.57944 1.05454 -0.23127
H -4.28544 2.98135 0.63151
H -3.84359 2.46987 -1.06928
H -3.49095 -2.44197 -0.20686
H -2.44557 -3.90066 -0.07258
H -3.41574 0.79089 1.43818
H -0.05956 0.92487 0.00001
H 1.65288 -1.56256 0.22143
H 4.18496 -1.01077 -0.26020
H 4.00223 -0.23374 1.43586
H -3.26305 0.23636 -1.47873
H 5.06651 0.80896 -1.05405
H 5.36763 1.14156 0.37341
H 4.00044 1.90103 -0.12210

**HOMO energy (alpha / beta)**: -11.29 / -10.09 eV
**Molar mass**: 153.21 u
**E_LUMO (alpha / beta)**: -3.88 / -3.19 eV
**Charge**: +1

=====

B.
The following is a quantum chemistry calculation of a 2-piece molecular cluster, C7H13N4 overall, from the Open Molecules 2025 dataset.

Geometry (Å):
C 0.22038 2.27887 0.29215
C -0.90261 -0.14406 0.30732
C -4.26665 -0.90971 0.11102
C 4.12350 0.51955 -0.57109
C -1.92109 -0.21528 -0.55367
C -3.25985 0.26175 0.04770
C 3.81156 -0.78113 0.19493
N 0.28544 -0.73626 -0.15637
N 1.40288 -0.77648 0.13522
N 1.28245 1.81658 0.28859
N 2.44165 -1.12388 0.51095
H -1.05548 0.14695 1.25163
H -5.13024 -0.75872 0.74928
H -3.86866 -1.84584 0.36342
H -4.65525 -1.27549 -0.82014
H 5.13561 0.40629 -0.62365
H 3.59616 0.37764 -1.48248
H 3.76757 1.48842 -0.16470
H -1.70312 -0.68168 -1.46007
H -3.25211 0.61169 1.15873
H -3.78373 0.97526 -0.61990
H -0.73698 2.72002 0.35311
H 4.26070 -1.74228 -0.42234
H 4.20785 -0.61221 1.11036

**HOMO energy**: -13.69 eV
**Molar mass**: 153.21 u
**E_LUMO**: -4.48 eV
**Charge**: +1

=====

Most stable pick: B. Distance to second place: 0.069 eV.

=====

A.
The following is a quantum chemistry calculation of an isolated ion of composition C2H10N6O and charge +2, from the Open Molecules 2025 dataset.

Geometry (Å):
N -2.95308 -0.36571 -1.00231
C -2.23693 -0.02381 0.11010
N -2.74420 0.83078 0.97111
N -0.96407 -0.32028 0.09307
O 0.05800 0.54717 0.81814
N 1.06481 0.80569 0.00164
C 2.21601 0.00768 -0.01383
N 3.11361 0.25800 -0.89929
N 2.42801 -0.84833 0.96947
H -2.47662 -1.18407 -1.57148
H -3.89652 -0.46114 -0.91172
H -3.61368 1.35548 0.70243
H -2.39417 0.90090 1.94771
H -0.55152 -1.14534 -0.38025
H 1.12434 1.46406 -0.89631
H 3.97337 -0.31310 -1.02735
H 3.01784 1.04335 -1.53736
H 2.98712 -1.75343 0.85756
H 1.84769 -0.79790 1.76867

**HOMO energy**: -18.77 eV
**Molar mass**: 134.14 u
**E_LUMO**: -7.56 eV
**SMILES string**: NC(=[NH2+])NO[NH+]=C(N)N
**Charge**: +2

=====

B.
The following is a quantum chemistry calculation of a 2-piece molecular cluster, C2H10N6O overall, from the Open Molecules 2025 dataset.

Geometry (Å):
C 1.63953 -0.70882 1.12995
C -0.62312 0.96508 -0.38167
N 2.39315 -1.13970 0.30063
N 1.52266 -0.10906 2.27302
N -1.33459 1.06628 -1.55374
N -0.12704 1.94335 0.42062
N -0.34518 -0.19843 0.13667
N -0.90354 -1.43704 -0.41247
O 2.21278 -1.45066 -0.98418
H -1.07720 -1.87151 0.49628
H 2.25248 0.31657 2.82256
H -1.75985 1.96722 -1.67446
H -1.71700 0.38026 -2.14848
H -0.34537 2.86031 0.13363
H -0.07789 1.74770 1.37580
H -0.33778 -2.09016 -0.98091
H 0.78446 -0.19754 2.95124
H -1.63615 -1.16976 -0.95831
H 2.96525 -1.49103 -1.56960

**HOMO energy**: -18.31 eV
**Molar mass**: 134.14 u
**E_LUMO**: -8.69 eV
**Charge**: +2

=====

Most stable pick: A. Distance to second place: 2.491 eV.

=====

A.
The following is a quantum chemistry calculation of C6H8O3 as an isolated structure, from the Open Molecules 2025 dataset.

Geometry (Å):
C 0.64082 0.13671 0.47695
C 0.93917 0.24124 -0.99154
C -0.14422 -0.52918 -1.55893
C -0.93817 -0.99148 -0.45401
C -0.60852 0.90757 0.71421
C 0.10353 -1.17752 0.72923
H 1.12033 0.81693 2.92472
H 0.57539 1.60811 -1.01969
H 2.17119 0.19377 -1.11670
H 0.24698 -1.37793 -1.98271
H -0.69620 0.01301 -2.34777
H -1.64081 -1.66479 -0.55141
H -0.83706 1.00384 1.80537
H -0.78483 1.99652 0.57903
O 1.71956 0.68111 1.10494
O -1.65432 0.12208 -0.02285
O -0.21284 -1.97998 1.71116

**HOMO energy**: -9.41 eV
**Molar mass**: 128.13 u
**E_LUMO**: -2.39 eV
**Charge**: 0

=====

B.
The following is a quantum chemistry calculation of one molecule with the formula C6H8O3, from the Open Molecules 2025 dataset.

Geometry (Å):
C -1.48211 -0.90766 1.73524
C -0.56211 0.26522 1.91087
O -0.57714 1.08472 2.76123
C 1.07380 -0.04581 1.01673
C 0.45230 0.43980 -0.18058
O -0.62106 1.07741 -0.06625
C 0.82321 -0.16255 -1.53367
C 0.44511 0.67435 -2.71945
O 1.36193 -1.24386 -1.59256
H -1.46005 -1.28926 0.72017
H -1.15584 -1.69320 2.41811
H -2.49375 -0.60187 2.00212
H 1.57619 0.72261 1.59362
H 1.55756 -1.01343 0.92589
H 0.96777 1.63449 -2.66641
H -0.62276 0.89734 -2.68413
H 0.71694 0.16168 -3.64095

**HOMO energy**: -9.22 eV
**Molar mass**: 128.13 u
**E_LUMO**: -0.50 eV
**SMILES string**: CC(=O)CC(=O)C(C)=O
**Charge**: 0

=====

Most stable pick: B. Distance to second place: 7.796 eV.

=====

A.
The following is a quantum chemistry calculation of C20H30BrCoO10 as an isolated structure, from the Open Molecules 2025 dataset.

Geometry (Å):
Co -19.26359 -2.12411 -25.69284
Br -21.32475 -0.93364 -25.17548
O -17.31713 -3.12895 -26.02515
C -16.48651 -3.76459 -26.61229
O -15.96572 -3.34105 -27.77238
C -14.98599 -4.25378 -28.28689
C -14.76512 -5.34095 -27.21388
C -15.90021 -5.09269 -26.20967
H -14.07766 -3.71139 -28.53063
H -15.39066 -4.68878 -29.20057
H -13.80895 -5.20768 -26.71303
H -14.80560 -6.33119 -27.65554
H -15.56680 -5.04355 -25.17810
H -16.70501 -5.82490 -26.28342
O -17.95048 -0.60132 -24.88000
C -17.46084 0.48788 -24.76240
O -16.25114 0.76723 -25.28136
C -15.86729 2.12224 -24.97941
C -16.78171 2.58415 -23.84650
C -18.01634 1.69443 -24.05457
H -16.00801 2.74432 -25.86432
H -14.81503 2.11840 -24.71192
H -17.05731 3.63219 -23.96425
H -16.34703 2.50194 -22.85265
H -18.68841 2.18889 -24.75985
H -18.55101 1.42524 -23.15182
O -19.99594 -3.90553 -26.51431
C -20.74305 -4.61154 -27.14975
O -20.96970 -4.40989 -28.43860
C -21.77594 -5.48434 -28.99228
C -22.48221 -6.11678 -27.81100
C -21.55794 -5.77062 -26.63562
H -21.11929 -6.14521 -29.55559
H -22.46987 -5.02940 -29.69502
H -22.62076 -7.19268 -27.87517
H -23.45868 -5.66809 -27.64318
H -20.87709 -6.58427 -26.37084
H -22.06820 -5.47938 -25.72014
O -19.06678 -3.00042 -23.76984
C -18.95321 -4.01693 -23.14145
O -18.24152 -5.06494 -23.58672
C -18.01882 -6.01466 -22.52593
C -18.96740 -5.63970 -21.36620
C -19.61523 -4.35199 -21.83460
H -16.96682 -5.95161 -22.24457
H -18.18211 -7.01102 -22.93158
H -18.39371 -5.53937 -20.44945
H -19.69863 -6.43109 -21.22502
H -19.58419 -3.52412 -21.13120
H -20.67354 -4.50121 -22.06048
O -18.87847 -1.26662 -27.55671
C -18.50314 -0.52114 -28.42695
O -19.34675 -0.00735 -29.32124
C -18.59329 0.68365 -30.34025
C -17.33734 1.13212 -29.61809
C -17.08315 -0.06792 -28.70881
H -19.15734 1.51202 -30.75212
H -18.36370 -0.06137 -31.10265
H -17.55279 2.00631 -28.99795
H -16.51522 1.42264 -30.27083
H -16.54400 0.13528 -27.78856
H -16.61270 -0.91005 -29.22525

**Spin multiplicity**: 4
**HOMO energy (alpha / beta)**: -10.36 / -10.25 eV
**Molar mass**: 569.29 u
**E_LUMO (alpha / beta)**: -1.84 / -1.84 eV
**Charge**: +1

=====

B.
The following is a quantum chemistry calculation of C20H30BrCoO10 as an isolated structure, from the Open Molecules 2025 dataset.

Geometry (Å):
Co -9.25165 13.75739 3.65761
Br -11.06817 13.85413 -0.37515
O -12.44987 17.21733 6.65768
C -12.78987 18.03806 7.51553
O -11.86898 18.65461 8.28819
C -12.45004 19.37125 9.34603
C -13.89400 19.57137 8.84681
C -14.16549 18.33351 8.06223
H -12.03299 20.36761 9.49234
H -12.41022 18.79365 10.26956
H -13.91167 20.43626 8.18367
H -14.55834 19.79505 9.68151
H -14.76172 18.48258 7.16201
H -14.32770 17.43910 8.66374
O -5.16595 10.48439 1.55359
C -4.42543 9.57002 1.16053
O -4.19684 8.45413 1.81702
C -3.24023 7.63534 1.09794
C -2.61945 8.64282 0.20334
C -3.69898 9.60343 -0.09987
H -3.88371 6.90207 0.61179
H -2.54356 7.14685 1.77921
H -2.19340 8.11144 -0.64767
H -1.81768 9.17525 0.71497
H -4.31476 9.26986 -0.93513
H -3.38994 10.60760 -0.39011
O -6.52898 18.68736 3.80262
C -6.12376 19.79251 4.11947
O -5.36876 20.03135 5.21458
C -5.13273 21.42633 5.44740
C -5.58982 22.13635 4.19084
C -6.48752 21.11175 3.47455
H -4.11797 21.69462 5.74130
H -5.79534 21.59853 6.29559
H -4.63341 22.28022 3.68815
H -6.10247 23.06429 4.44427
H -6.28496 21.09506 2.40367
H -7.56437 21.17559 3.63085
O -6.36888 13.38246 8.90441
C -5.73062 13.45147 9.96402
O -4.32237 13.59340 10.03880
C -3.82124 13.62687 11.38207
C -4.92535 13.10635 12.23126
C -6.22595 13.48945 11.43522
H -3.51791 14.65613 11.57363
H -2.98233 12.95069 11.54672
H -4.82014 13.66104 13.16363
H -4.84188 12.02993 12.38106
H -6.54324 14.51524 11.62278
H -7.01086 12.76906 11.66553
O -12.86134 9.65478 5.45276
C -13.97052 9.14426 5.57960
O -15.00612 9.62050 4.90766
C -16.26094 9.01480 5.20791
C -15.93701 8.31020 6.55466
C -14.44248 7.95445 6.46203
H -16.41420 8.24968 4.44687
H -17.14688 9.62492 5.38389
H -16.46963 7.37387 6.72116
H -16.06066 9.11094 7.28377
H -14.18140 7.00277 5.99916
H -13.97724 7.85952 7.44318

**Spin multiplicity**: 4
**HOMO energy (alpha / beta)**: -11.66 / -11.66 eV
**Molar mass**: 569.29 u
**E_LUMO (alpha / beta)**: -6.02 / -6.47 eV
**Charge**: +1

=====

Most stable pick: A. Distance to second place: 10.196 eV.